Here is a structure of composition C35H35N6O3SV from OMol25. Energies are from the ωB97M-V functional and the def2-TZVPD basis.

Geometry as ORCA input:
```
! wB97M-V def2-TZVPD RIJCOSX def2/J DEFGRID3
* xyz 3 2
V -0.2210 0.0844 -0.1577
C 2.7882 -0.6070 1.8094
C 1.4702 -0.0495 2.2569
C 0.8175 -0.5740 3.3562
C -0.3329 0.0267 3.8794
C -0.9790 -0.5359 5.1051
C -0.8370 1.1846 3.2772
C -0.2249 1.7559 2.1767
C -0.6961 3.0882 1.6580
C 0.9036 1.0883 1.6185
H 3.5539 -0.3328 2.5382
H 3.0981 -0.2170 0.8411
H 2.7697 -1.6969 1.7672
H 1.2324 -1.4416 3.8576
H -0.4220 -0.2096 5.9878
H -0.9591 -1.6260 5.1009
H -2.0051 -0.1908 5.2180
H -1.6950 1.6768 3.7220
H -0.7085 3.8090 2.4763
H -1.7176 3.0400 1.2710
H -0.0422 3.4866 0.8858
H 1.5591 1.6511 0.9612
N -3.0661 1.2799 -2.8325
C -3.7389 0.0840 -2.5758
C -4.9202 -0.4199 -3.1011
C -5.2831 -1.6835 -2.6848
C -4.4831 -2.4127 -1.7913
C -3.3105 -1.9022 -1.2705
C -2.9464 -0.6157 -1.6619
N -1.8310 0.1896 -1.3624
C -1.9478 1.2881 -2.1223
C -0.8491 2.2314 -2.1166
C -0.5856 3.3448 -2.8429
S 0.9939 3.8984 -2.5010
C 1.2076 2.6447 -1.3878
N 0.1716 1.8434 -1.2692
H -3.3673 1.9961 -3.4783
H -5.5168 0.1406 -3.8082
H -6.1910 -2.1282 -3.0676
H -4.7923 -3.4107 -1.5110
H -2.6974 -2.4961 -0.6088
H -1.2065 3.8461 -3.5693
H 2.1352 2.5245 -0.8475
C 1.9522 -3.7700 -1.5752
C 1.2487 -2.6921 -2.4077
C 1.5435 -2.8347 -3.8976
O -0.1403 -2.6266 -2.1328
C 1.8191 -1.3639 -1.9493
O 2.7059 -0.6863 -2.2504
O 1.0072 -0.8721 -0.7011
H 1.5615 -4.7426 -1.8754
H 1.7629 -3.6339 -0.5100
H 3.0263 -3.7634 -1.7574
H 1.1777 -3.8055 -4.2336
H 2.6143 -2.7938 -4.0879
H 1.0472 -2.0517 -4.4697
H -0.5649 -3.3732 -2.5748
N -4.7797 -3.2648 4.2955
C -5.0479 -4.3279 5.1196
C -6.1291 -4.6299 5.9451
C -6.0451 -5.8123 6.6406
C -4.9306 -6.6776 6.5301
C -3.8681 -6.3822 5.7190
C -3.9267 -5.1799 4.9943
N -3.0273 -4.6447 4.1231
C -3.5561 -3.5064 3.7201
C -2.8662 -2.6467 2.8008
C -3.3242 -1.3804 2.3989
C -2.5636 -0.6270 1.5440
N -1.3752 -1.0417 1.0579
C -0.9333 -2.2740 1.4267
C -1.6374 -3.0854 2.2671
H -5.3951 -2.4863 4.1355
H -6.9859 -3.9769 6.0396
H -6.8575 -6.0943 7.2965
H -4.9288 -7.5930 7.1054
H -3.0133 -7.0376 5.6280
H -4.2611 -0.9727 2.7517
H -2.9070 0.3518 1.2322
H 0.0136 -2.5935 1.0141
H -1.2610 -4.0599 2.5447
*
```

Results
- E_HOMO (alpha / beta) (hartree) = -0.537 / -0.536
- DFT total energy (eV) = -88447.7607
- energy above the lowest of the compared OMol25 structures with the same formula, charge and spin (kJ/mol) = 0.0
- HOMO-LUMO gap (alpha / beta) (eV) = 4.20 / 4.79

=====

Here is an isolated molecule of C4H9NO2 from OMol25. Energies are from the ωB97M-V functional and the def2-TZVPD basis.

Geometry as ORCA input:
```
! wB97M-V def2-TZVPD RIJCOSX def2/J DEFGRID3
* xyz 0 1
N 0.7665 -1.2406 1.3750
C 0.7224 0.0768 1.6873
O 1.3357 0.5579 2.6269
C -0.2066 0.9371 0.8227
C 0.0443 0.9799 -0.6864
C -0.5776 -0.1057 -1.5448
O -0.4382 -1.4421 -1.0860
H 1.4002 -1.8272 1.8946
H 0.3245 -1.5839 0.5315
H -1.2396 0.6042 0.9922
H -0.1041 1.9490 1.2174
H -0.3114 1.9544 -1.1095
H 1.1019 1.0811 -0.9398
H -1.6417 0.1135 -1.6260
H -0.1444 -0.0579 -2.5465
H -1.0317 -1.9967 -1.6085
*
```

Results
- E_HOMO (hartree) = -0.344
- DFT total energy (eV) = -9879.3257
- structure (SMILES) = NC(=O)CCCO
- energy above the lowest of the compared OMol25 structures with the same formula, charge and spin (kJ/mol) = 70.9
- HOMO-LUMO gap (eV) = 9.85

=====

Here is a cluster of 2 separate species, C5H9NO in total from OMol25. Energies are from the ωB97M-V functional and the def2-TZVPD basis.

Geometry as ORCA input:
```
! wB97M-V def2-TZVPD RIJCOSX def2/J DEFGRID3
* xyz 0 1
C 0.7897 0.4571 -0.9618
C -0.0113 -0.6028 -0.1955
C -1.0020 -1.3541 -1.0914
C -0.5112 1.4072 2.1525
O -0.0237 2.5011 1.6147
C 0.8992 -1.5397 0.4837
N 1.6190 -2.2657 1.0262
H 0.1036 1.1882 -1.4029
H 1.4813 0.9901 -0.3024
H 1.3683 0.0015 -1.7719
H -0.4861 -1.8833 -1.8991
H -1.7000 -0.6378 -1.5368
H -1.5786 -2.0796 -0.5108
H -0.5914 -0.1049 0.5981
H 0.3900 0.9560 2.6349
H -0.7468 2.9666 1.1625
*
```

Results
- E_HOMO (hartree) = -0.339
- DFT total energy (eV) = -8865.2272
- energy above the lowest of the compared OMol25 structures with the same formula, charge and spin (kJ/mol) = 384.5
- HOMO-LUMO gap (eV) = 9.57

=====

Here is a structure of composition C20H30F2N6O3P2SV from OMol25. Energies are from the ωB97M-V functional and the def2-TZVPD basis.

Geometry as ORCA input:
```
! wB97M-V def2-TZVPD RIJCOSX def2/J DEFGRID3
* xyz 2 2
V -0.7581 -1.1155 -0.0498
F 0.1830 -4.1331 -4.3231
C -0.3086 -4.0772 -3.0908
C -0.0917 -2.9231 -2.3463
C -0.6156 -2.8766 -1.0683
C -1.3124 -3.9571 -0.5089
C -1.4977 -5.0784 -1.3082
F -2.1672 -6.1268 -0.8306
C -1.0076 -5.1600 -2.5997
C -1.7284 -3.7967 0.8816
C -2.3423 -4.7374 1.6926
C -2.5997 -4.4161 3.0176
C -2.2349 -3.1733 3.5120
C -1.6390 -2.2768 2.6508
N -1.4040 -2.5758 1.3661
H 0.4620 -2.1125 -2.7926
H -1.1613 -6.0485 -3.1966
H -2.6037 -5.7054 1.2985
H -3.0745 -5.1431 3.6631
H -2.4048 -2.8983 4.5425
H -1.3264 -1.2958 2.9751
C -2.0112 1.7848 2.4610
N -0.8857 2.2294 1.6323
C -0.8202 3.6910 1.4701
P 0.4616 1.3471 1.4484
O 0.0821 -0.1327 1.4472
O 0.9968 1.8016 0.0115
P 1.0550 1.0727 -1.4067
O 0.5442 -0.3593 -1.2790
N 0.0290 1.9084 -2.3325
C -0.6598 1.2905 -3.4743
C 0.1197 3.3732 -2.4109
N 2.6363 1.0429 -1.7548
C 3.4773 2.2379 -1.6052
C 3.1489 0.0758 -2.7384
N 1.7310 1.5774 2.4191
C 2.6068 2.7518 2.3258
C 1.8225 0.8571 3.6984
H -2.9243 2.2012 2.0369
H -1.9100 2.1310 3.4915
H -2.0919 0.7012 2.4476
H -1.7227 4.0193 0.9553
H 0.0366 3.9737 0.8612
H -0.7462 4.1880 2.4390
H -0.7785 0.2210 -3.3145
H -0.1131 1.4616 -4.4032
H -1.6475 1.7425 -3.5549
H 0.6436 3.7749 -1.5446
H -0.8913 3.7795 -2.4133
H 0.6427 3.6845 -3.3166
H 3.0350 2.9388 -0.9014
H 3.6133 2.7410 -2.5642
H 4.4516 1.9359 -1.2234
H 2.5065 -0.8001 -2.7810
H 4.1396 -0.2452 -2.4204
H 3.2210 0.5253 -3.7303
H 2.4491 3.2814 1.3897
H 3.6452 2.4244 2.3701
H 2.4144 3.4380 3.1516
H 1.1507 0.0020 3.7028
H 1.5755 1.5177 4.5305
H 2.8407 0.4903 3.8224
S -2.8454 -0.5161 -0.6451
C -2.7198 1.1607 -0.8249
N -2.6762 2.3050 -0.9578
*
```

Results
- E_HOMO (alpha / beta) (hartree) = -0.532 / -0.532
- DFT total energy (eV) = -96836.6424
- energy above the lowest of the compared OMol25 structures with the same formula, charge and spin (kJ/mol) = 0.0
- HOMO-LUMO gap (alpha / beta) (eV) = 6.38 / 7.00

=====

Here is a structure of composition C29H47NOs from OMol25. Energies are from the ωB97M-V functional and the def2-TZVPD basis.

Geometry as ORCA input:
```
! wB97M-V def2-TZVPD RIJCOSX def2/J DEFGRID3
* xyz 2 5
Os -0.0814 0.7049 0.6836
C 1.7353 0.4244 1.8042
C 0.6896 0.9481 2.6675
C 0.5659 2.4133 2.3017
C 1.4116 2.6178 1.2332
C 2.1239 1.4062 0.8776
C 3.1905 1.2724 -0.1768
C 2.8680 2.1540 -1.3837
C 3.3395 -0.1837 -0.6131
C 4.4931 1.7534 0.4926
C -0.4494 3.4716 2.7517
C -0.2424 4.7579 1.9412
C -0.2938 3.8323 4.2349
C -1.8840 3.0011 2.4791
C 0.3449 0.2180 3.9728
C 1.2456 0.8333 5.0597
C 0.7391 -1.2635 3.8710
C -1.1297 0.2910 4.3693
H 2.1507 -0.5662 1.8875
H 1.5028 3.5456 0.6921
H 1.9218 1.8629 -1.8513
H 3.6482 2.0466 -2.1366
H 2.8157 3.2126 -1.1254
H 2.3971 -0.5931 -0.9930
H 3.6924 -0.8218 0.1978
H 4.0709 -0.2516 -1.4177
H 4.4225 2.7896 0.8264
H 5.3062 1.6923 -0.2317
H 4.7532 1.1267 1.3461
H 0.7448 5.1972 2.0941
H -0.9774 5.4935 2.2658
H -0.3911 4.5926 0.8709
H 0.7345 4.0982 4.4832
H -0.6186 3.0418 4.9052
H -0.9167 4.7033 4.4411
H -2.0543 2.8962 1.4053
H -2.5807 3.7613 2.8364
H -2.1390 2.0678 2.9783
H 2.2993 0.6964 4.8092
H 1.0646 0.3156 6.0028
H 1.0674 1.8901 5.2214
H 1.8124 -1.3978 3.7425
H 0.2203 -1.7941 3.0702
H 0.4706 -1.7546 4.8051
H -1.4212 1.2609 4.7676
H -1.3229 -0.4425 5.1514
H -1.7925 0.0542 3.5335
C -1.0345 4.3191 -2.2704
C -1.9742 3.3617 -1.6007
C -3.3312 3.6892 -1.4153
C -4.2575 2.8237 -0.8124
C -5.6933 3.2367 -0.6523
C -3.8282 1.5878 -0.3699
C -2.4704 1.2164 -0.5266
C -1.5653 2.1289 -1.1532
N -1.8782 0.1034 -0.0219
C -2.3776 -1.3188 -0.0759
C -1.7483 -1.8769 -1.3588
C -1.8243 -2.0376 1.1411
C -3.8900 -1.4443 -0.1445
H -1.4478 4.6840 -3.2100
H -0.0722 3.8533 -2.4782
H -0.8637 5.1888 -1.6324
H -3.6816 4.6584 -1.7533
H -5.8010 4.3192 -0.6561
H -6.1039 2.8498 0.2792
H -6.2930 2.8390 -1.4726
H -4.5105 0.9429 0.1604
H -0.5547 1.7915 -1.4206
H -0.6597 -1.7813 -1.3479
H -2.1360 -1.3693 -2.2422
H -1.9882 -2.9378 -1.4339
H -0.7347 -1.9276 1.2027
H -2.0223 -3.1057 1.0542
H -2.2669 -1.6761 2.0687
H -4.3173 -0.9273 -1.0026
H -4.3785 -1.1082 0.7703
H -4.1208 -2.5032 -0.2645
*
```

Results
- E_HOMO (alpha / beta) (hartree) = -0.527 / -0.575
- DFT total energy (eV) = -34775.7237
- HOMO-LUMO gap (alpha / beta) (eV) = 6.99 / 6.47

=====

Here is a cluster of 2 separate species, C5H10O in total from OMol25. Energies are from the ωB97M-V functional and the def2-TZVPD basis.

Geometry as ORCA input:
```
! wB97M-V def2-TZVPD RIJCOSX def2/J DEFGRID3
* xyz 0 1
C -1.8920 -0.2627 -0.5767
C -0.9478 -0.1693 0.3600
C -0.3835 1.1434 0.7789
O -0.5952 -1.1824 1.2044
H -2.5856 -1.0928 -0.5869
H -2.0478 0.5461 -1.2813
H 0.6851 1.0885 0.9870
H -0.9332 1.4170 1.6826
H -0.5528 1.8986 0.0059
H -0.9816 -2.0069 0.8767
C 2.1232 0.1110 -0.1888
C 1.3046 -0.5781 -0.9738
H 2.4079 1.1333 -0.4231
H 2.5101 -0.2998 0.7415
H 1.0307 -1.6010 -0.7436
H 0.8579 -0.1448 -1.8629
*
```

Results
- E_HOMO (hartree) = -0.322
- DFT total energy (eV) = -7392.5788
- structure (SMILES) = C=C(C)O.C=C
- energy above the lowest of the compared OMol25 structures with the same formula, charge and spin (kJ/mol) = 211.0
- HOMO-LUMO gap (eV) = 9.68

=====

Here is an isolated molecule of C13H27NO2Si from OMol25. Energies are from the ωB97M-V functional and the def2-TZVPD basis.

Geometry as ORCA input:
```
! wB97M-V def2-TZVPD RIJCOSX def2/J DEFGRID3
* xyz 0 1
C -5.2363 -0.5405 4.6779
C -3.9567 -0.2796 4.2974
C -2.9072 -0.0716 5.3782
C -3.5586 -0.1835 2.8659
O -4.3384 0.3962 2.1155
O -2.3698 -0.7041 2.4114
C -2.3326 -0.4327 1.0218
C -0.9105 -0.6734 0.4936
C -0.6820 -0.0760 -0.9067
Si 0.9181 -0.6138 -1.8183
C 1.7150 -1.9845 -0.8354
C 0.2915 -1.4549 -3.4019
N 2.0983 0.8167 -2.0008
C 2.1836 1.4836 -0.6573
C 3.0087 2.7265 -0.6112
C 3.3297 0.3828 -2.6685
C 3.4567 0.9412 -4.0258
H -5.4399 -0.6447 5.7226
H -5.8625 -0.7325 3.8141
H -2.2542 0.7672 5.0349
H -3.4869 0.1322 6.2821
H -2.3077 -0.9404 5.6254
H -2.6374 0.5680 0.8381
H -2.9920 -1.1004 0.4902
H -0.0851 -0.2018 1.0241
H -0.6858 -1.7695 0.4747
H -1.5086 -0.3029 -1.5799
H -0.9200 1.0105 -0.8990
H 2.0332 -2.7193 -1.5608
H 1.0704 -2.5599 -0.1314
H 2.4979 -1.5133 -0.2817
H 1.1056 -1.9729 -3.7092
H -0.6406 -2.0278 -3.3188
H 0.1254 -0.5517 -4.0232
H 1.1886 1.7677 -0.2993
H 2.6785 0.7716 0.0433
H 2.6781 3.4517 -1.3309
H 2.9150 3.2662 0.3836
H 4.0661 2.6527 -0.9192
H 4.1976 0.4175 -1.9959
H 3.1627 -0.7525 -2.8598
H 2.5798 0.6975 -4.5495
H 4.3049 0.5471 -4.5537
H 3.5075 2.0073 -4.0565
*
```

Results
- E_HOMO (hartree) = -0.316
- DFT total energy (eV) = -27380.5552
- structure (SMILES) = C=C(C)C(=O)OCCC[Si](C)(C)N(CC)CC
- energy above the lowest of the compared OMol25 structures with the same formula, charge and spin (kJ/mol) = 133.4
- HOMO-LUMO gap (eV) = 9.40

=====

Here is a structure of composition C17H24InN2O4 from OMol25. Energies are from the ωB97M-V functional and the def2-TZVPD basis.

Geometry as ORCA input:
```
! wB97M-V def2-TZVPD RIJCOSX def2/J DEFGRID3
* xyz -1 1
C 4.4231 -2.2976 2.1432
In 2.7856 -0.8311 1.9441
C 1.0759 -1.8342 0.8926
C -0.2217 -2.1001 1.6609
C -0.8343 -0.7914 2.1837
C 0.0337 -3.0778 2.8059
H 4.7223 -2.7146 1.1762
H 4.1091 -3.1204 2.7945
H 5.3105 -1.8416 2.5949
H 2.3270 -0.2682 3.5702
H 3.3161 0.5295 0.9322
H 1.4866 -2.7945 0.5483
H 0.8318 -1.2741 -0.0235
H -0.9636 -2.5522 0.9833
H -1.3719 -0.2743 1.3814
H -0.0448 -0.1199 2.5321
H -1.5268 -0.9500 3.0184
H 0.8372 -2.7133 3.4531
H -0.8548 -3.2175 3.4342
H 0.3266 -4.0647 2.4346
C -6.1518 0.5300 1.0328
C -6.3705 0.6140 -0.3362
C -5.5070 -0.0152 -1.2188
C -4.4429 -0.7229 -0.6941
C -4.2008 -0.8281 0.6627
C -5.0718 -0.1868 1.5297
N -3.5050 -1.3942 -1.6254
O -3.6910 -1.2481 -2.8178
O -2.6119 -2.0421 -1.1294
H -6.8254 1.0301 1.7164
H -7.2115 1.1756 -0.7207
H -5.6371 0.0331 -2.2894
H -3.3460 -1.3876 1.0133
H -4.8963 -0.2452 2.5954
C 2.8263 1.0605 -2.6316
C 3.5782 1.5885 -3.6726
C 3.7959 2.9542 -3.7543
C 3.2453 3.7580 -2.7721
C 2.4988 3.2575 -1.7202
C 2.2879 1.8894 -1.6573
N 3.4652 5.2149 -2.8568
O 4.1259 5.6404 -3.7875
O 2.9776 5.9190 -1.9946
H 2.6707 -0.0078 -2.5582
H 4.0040 0.9352 -4.4229
H 4.3763 3.4001 -4.5472
H 2.1086 3.9286 -0.9705
H 1.7404 1.4569 -0.8332
*
```

Results
- E_HOMO (hartree) = -0.165
- DFT total energy (eV) = -34356.1146
- HOMO-LUMO gap (eV) = 5.89